C40H77F15InO7S | ωB97M-V/def2-TZVPD

**2S+1**: 1
**Total charge**: -1
**Energy relative to the best compared isomer or geometry (same formula, charge and spin)**: 117.0 kcal/mol
**Frontier orbital gap**: 6.44 eV
**DFT total energy**: -4182.9633 Eh
**Highest occupied orbital energy**: -5.43 eV

The geometry in XYZ format:
```
141
C40H77F15InO7S, DFT ωB97M-V/def2-TZVPD
C 1.19 -9.39 -2.93
C 0.74 -8.43 -4.12
C 1.26 -6.91 -4.01
C 1.92 -6.51 -2.61
C 0.89 -6.29 -1.40
C -0.65 -6.21 -1.83
C -1.09 -4.77 -2.42
C -2.24 -5.02 -3.51
C -2.52 -3.78 -4.48
C -3.36 -2.60 -3.83
C -2.51 -1.58 -2.93
C -1.10 -1.13 -3.55
C -0.80 0.43 -3.48
C -1.11 1.12 -2.07
C 0.20 1.55 -1.24
In 0.94 -0.25 -0.10
C -0.75 -1.49 0.83
C -1.59 -0.53 1.79
C -2.56 -1.30 2.82
F -1.75 -2.37 3.33
F -2.85 -0.52 3.99
C -3.83 -2.01 2.18
F -3.40 -3.05 1.32
F -4.55 -2.68 3.21
S -5.02 -0.95 1.22
F -6.14 -1.07 2.47
F -5.70 -2.37 0.59
F -4.04 -0.83 -0.11
F -4.51 0.48 1.88
F -6.17 -0.10 0.38
C 2.14 0.53 1.71
O 1.53 1.19 2.60
C 3.73 0.30 1.90
F 4.33 1.58 2.15
F 4.29 -0.13 0.66
C 4.10 -0.72 3.10
F 5.35 -0.36 3.64
F 3.16 -0.68 4.15
C 4.10 -2.24 2.57
F 5.37 -2.49 2.01
F 3.06 -2.48 1.66
C 3.81 -3.21 3.84
O 2.71 -3.78 3.92
O 4.78 -3.42 4.84
H 0.98 -8.99 -1.89
H 2.28 -9.74 -3.04
H 0.56 -10.35 -3.03
H -0.39 -8.43 -4.29
H 1.22 -8.86 -5.08
H 2.09 -6.78 -4.80
H 0.41 -6.22 -4.34
H 2.73 -7.24 -2.25
H 2.46 -5.51 -2.78
H 1.16 -5.31 -0.89
H 0.99 -7.11 -0.63
H -1.26 -6.33 -0.86
H -1.00 -7.07 -2.50
H -1.59 -4.19 -1.56
H -0.22 -4.14 -2.79
H -3.18 -5.40 -2.99
H -1.88 -5.89 -4.19
H -1.53 -3.48 -4.95
H -3.16 -4.19 -5.35
H -4.12 -3.10 -3.12
H -4.01 -2.03 -4.58
H -3.12 -0.64 -2.67
H -2.29 -2.10 -1.93
H -1.11 -1.41 -4.67
H -0.25 -1.74 -3.08
H 0.33 0.55 -3.66
H -1.29 1.00 -4.36
H -1.69 2.09 -2.29
H -1.77 0.51 -1.37
H -0.16 2.31 -0.46
H 1.00 2.08 -1.85
H 2.07 -1.28 -1.02
H -1.45 -1.93 0.04
H -0.23 -2.36 1.35
H -2.13 0.23 1.14
H -0.85 0.05 2.44
H 4.31 -4.00 5.48
C 5.71 -7.93 5.25
C 5.93 -7.79 3.76
O 5.05 -8.57 2.97
C 3.66 -8.30 3.13
C 3.28 -6.87 2.78
H 5.81 -8.98 5.55
H 6.45 -7.34 5.81
H 4.72 -7.60 5.56
H 6.94 -8.13 3.52
H 5.88 -6.74 3.45
H 3.34 -8.55 4.14
H 3.13 -8.98 2.46
H 3.77 -6.15 3.43
H 2.20 -6.73 2.87
H 3.57 -6.64 1.75
C -3.20 3.14 3.42
C -2.18 3.71 2.45
O -2.76 4.45 1.38
C -3.53 5.58 1.75
C -2.74 6.63 2.52
H -3.92 2.50 2.89
H -2.71 2.54 4.19
H -3.78 3.92 3.92
H -1.63 2.88 1.99
H -1.44 4.32 2.97
H -4.42 5.27 2.31
H -3.89 6.03 0.82
H -2.37 6.24 3.47
H -3.37 7.50 2.74
H -1.88 6.96 1.94
C 0.34 10.84 1.90
C -0.45 11.88 1.13
O -0.82 11.46 -0.18
C -1.64 10.30 -0.26
C -2.98 10.45 0.46
H 1.24 10.56 1.35
H 0.63 11.23 2.88
H -0.24 9.93 2.07
H 0.17 12.77 1.00
H -1.34 12.20 1.69
H -1.10 9.43 0.11
H -1.83 10.13 -1.32
H -2.85 10.62 1.53
H -3.58 9.55 0.33
H -3.53 11.31 0.06
C 2.76 8.38 -2.71
C 2.04 7.80 -3.92
O 1.49 6.51 -3.69
C 0.52 6.41 -2.65
C -0.70 7.28 -2.88
H 3.56 7.71 -2.39
H 3.19 9.35 -2.96
H 2.09 8.52 -1.86
H 2.75 7.69 -4.74
H 1.26 8.48 -4.28
H 0.99 6.62 -1.68
H 0.21 5.36 -2.61
H -0.45 8.34 -2.91
H -1.43 7.13 -2.07
H -1.18 7.03 -3.83
```

C2H5O2S | ωB97M-V/def2-TZVPD

**2S+1**: 1
**Total charge**: -1
**Energy relative to the best compared isomer or geometry (same formula, charge and spin)**: 7.2 kcal/mol
**Frontier orbital gap**: 8.19 eV
**DFT total energy**: -627.9293 Eh
**Highest occupied orbital energy**: -4.42 eV

The geometry in XYZ format:
```
10
C2H5O2S, DFT ωB97M-V/def2-TZVPD
C -1.06 0.80 -0.95
S -1.49 1.15 0.79
H -0.97 -0.28 -1.03
H -1.86 1.23 -1.57
H -0.12 1.28 -1.19
O 0.67 -1.75 -0.12
C 1.44 -1.19 0.67
O 1.21 -0.29 1.52
H 2.51 -1.54 0.61
H -0.33 0.58 1.26
```

C3H8N3S | ωB97M-V/def2-TZVPD

**2S+1**: 1
**Total charge**: +1
**Energy relative to the best compared isomer or geometry (same formula, charge and spin)**: 43.2 kcal/mol
**Frontier orbital gap (spin up / spin down)**: 7.75 / 7.75 eV
**DFT total energy**: -681.2454 Eh
**Highest occupied orbital energy (spin up / spin down)**: -11.62 / -11.62 eV

The geometry in XYZ format:
```
15
C3H8N3S, DFT ωB97M-V/def2-TZVPD
C 1.44 1.74 0.12
C 0.09 1.39 0.05
C 2.55 -0.28 -0.25
N 2.41 0.87 0.03
N 3.05 -1.45 0.04
N -3.22 -0.67 -0.11
S -0.44 -0.19 -0.08
H 1.58 2.85 0.22
H -2.17 -0.54 0.15
H -0.63 2.20 0.05
H 2.93 -1.72 1.01
H 2.98 -2.13 -0.68
H -3.38 -0.11 -0.92
H -3.92 -0.27 0.49
H -3.27 -1.70 -0.12
```

C36H34BN7O9P2Tc | ωB97M-V/def2-TZVPD

**2S+1**: 4
**Frontier orbital gap (spin up / spin down)**: 6.91 / 5.92 eV
**DFT total energy**: -3241.4124 Eh
**Highest occupied orbital energy (spin up / spin down)**: -7.94 / -7.94 eV

The geometry in XYZ format:
```
90
C36H34BN7O9P2Tc, DFT ωB97M-V/def2-TZVPD
Tc 1.12 -0.59 0.98
C 0.56 -3.71 -3.14
C 0.86 -2.33 -2.55
C 1.81 -1.35 -2.95
C 1.67 -0.30 -2.03
N 0.83 -0.64 -1.07
N 0.13 -1.88 -1.51
B -1.36 -2.15 -1.03
N -1.40 -1.93 0.54
N -0.90 -0.78 1.16
C -1.61 -0.62 2.32
C -2.51 -1.68 2.47
C -2.34 -2.43 1.31
C -3.11 -3.61 0.96
C -1.68 0.70 2.99
C -1.29 1.85 2.30
C -1.54 3.17 2.77
C -2.13 3.31 4.01
C -2.27 2.17 4.84
C -1.99 0.89 4.34
N -2.49 -1.17 -1.74
N -2.23 0.20 -1.53
C -2.87 0.85 -2.51
C -3.66 -0.02 -3.32
C -3.32 -1.30 -2.85
C -3.72 -2.63 -3.40
C -2.72 2.34 -2.58
C -2.12 2.99 -1.50
C -1.91 4.38 -1.50
C -2.33 5.07 -2.58
C -2.75 4.40 -3.76
C -3.12 3.07 -3.68
C 2.30 1.04 -2.13
C 3.55 1.29 -2.65
C 4.07 2.60 -2.64
C 3.24 3.63 -2.29
C 1.91 3.49 -1.79
C 1.45 2.20 -1.71
H 1.19 -3.85 -4.07
H 0.79 -4.43 -2.34
H -0.48 -3.73 -3.42
H 2.64 -1.50 -3.72
H -1.59 -3.26 -1.30
H -3.37 -1.80 3.08
H -3.62 -4.00 1.87
H -3.81 -3.33 0.11
H -2.38 -4.38 0.62
H -0.86 1.78 1.29
H -1.13 4.01 2.29
H -2.33 4.34 4.32
H -2.35 2.26 5.91
H -1.98 0.07 5.08
H -4.27 0.13 -4.21
H -4.45 -3.12 -2.68
H -4.37 -2.34 -4.30
H -2.92 -3.33 -3.71
H -1.86 2.31 -0.66
H -1.38 4.90 -0.70
H -2.17 6.11 -2.73
H -2.84 4.87 -4.68
H -3.58 2.57 -4.50
H 4.24 0.47 -2.93
H 5.10 2.79 -2.97
H 3.56 4.57 -2.60
H 1.32 4.35 -1.55
H 0.52 1.81 -1.29
O 2.58 -4.45 1.89
P 1.73 -3.81 0.70
O 0.72 -4.67 -0.01
O 1.06 -2.66 1.49
O 2.82 -3.29 -0.36
P 3.93 -2.12 -0.11
O 4.87 -2.92 0.99
O 4.67 -1.80 -1.33
O 3.19 -0.96 0.61
H 3.53 -4.65 1.64
H 5.80 -2.81 0.68
O 1.73 3.12 2.26
C 1.91 1.91 2.13
O 1.72 1.24 1.01
C 2.19 0.95 3.28
C 2.89 1.31 4.44
C 3.01 0.41 5.43
C 2.69 -0.96 5.12
C 2.08 -1.29 3.94
N 1.87 -0.33 3.00
H 3.35 2.29 4.50
H 3.33 0.68 6.44
H 2.84 -1.76 5.84
H 1.73 -2.25 3.67
```

C6H6O | ωB97M-V/def2-TZVPD

**2S+1**: 1
**Structure (SMILES)**: CC1=C2C(=O)[C@@]12C
**Energy relative to the best compared isomer or geometry (same formula, charge and spin)**: 103.9 kcal/mol
**Frontier orbital gap**: 9.31 eV
**DFT total energy**: -307.2978 Eh
**Highest occupied orbital energy**: -8.79 eV

The geometry in XYZ format:
```
13
C6H6O, DFT ωB97M-V/def2-TZVPD
C 1.15 -1.63 -0.23
C 0.50 -0.51 0.54
C -0.20 -0.23 1.65
C -0.03 1.29 1.37
O 0.30 2.27 2.00
C -0.14 0.72 0.09
C -1.23 0.91 -0.91
H 1.23 -1.30 -1.20
H 0.70 -2.54 0.03
H 2.13 -1.84 0.14
H -1.96 0.22 -0.72
H -0.83 0.69 -1.96
H -1.62 1.94 -0.80
```

C2H7N3 | ωB97M-V/def2-TZVPD

**2S+1**: 1
**Structure (SMILES)**: [H]/N=C/N(C)N
**Energy relative to the best compared isomer or geometry (same formula, charge and spin)**: 58.9 kcal/mol
**Frontier orbital gap**: 9.50 eV
**DFT total energy**: -244.5816 Eh
**Highest occupied orbital energy**: -8.66 eV

The geometry in XYZ format:
```
12
C2H7N3, DFT ωB97M-V/def2-TZVPD
H 2.75 -0.46 0.13
N 1.94 0.11 0.14
C 0.91 -0.58 -0.09
N -0.38 0.02 -0.23
C -1.51 -0.82 0.11
N -0.49 1.35 0.03
H 0.87 -1.67 -0.32
H -1.27 -1.85 -0.26
H -2.40 -0.53 -0.42
H -1.79 -0.76 1.20
H -1.14 1.41 0.96
H -0.95 1.87 -0.95
```

C3H6BrN2O | ωB97M-V/def2-TZVPD

**2S+1**: 3
**Total charge**: +1
**Energy relative to the best compared isomer or geometry (same formula, charge and spin)**: 27.3 kcal/mol
**Frontier orbital gap (spin up / spin down)**: 6.85 / 6.03 eV
**DFT total energy**: -2876.1926 Eh
**Highest occupied orbital energy (spin up / spin down)**: -12.61 / -15.25 eV

The geometry in XYZ format:
```
13
C3H6BrN2O, DFT ωB97M-V/def2-TZVPD
C 1.57 0.07 -0.72
C -0.09 -2.32 -0.27
C -0.98 2.47 0.64
N -0.21 -1.09 0.24
N 0.78 -0.17 0.23
O 0.67 -2.81 -1.06
Br -1.70 -3.40 0.35
H 1.19 -0.08 -1.75
H 2.47 0.73 -0.62
H -2.00 1.98 0.68
H -0.24 2.45 1.43
H -0.72 3.05 -0.24
H -0.74 -0.89 1.09
```

C5H14N2 | ωB97M-V/def2-TZVPD

**2S+1**: 1
**Total charge**: +2
**Structure (SMILES)**: C[C@H]([NH3+])C/C=C/[NH3+]
**Energy relative to the best compared isomer or geometry (same formula, charge and spin)**: 11.5 kcal/mol
**Frontier orbital gap**: 12.19 eV
**DFT total energy**: -307.7701 Eh
**Highest occupied orbital energy**: -18.71 eV

The geometry in XYZ format:
```
21
C5H14N2, DFT ωB97M-V/def2-TZVPD
C 1.08 -2.30 0.67
C 0.42 -1.32 -0.28
N 0.76 -1.74 -1.71
C 0.65 0.21 -0.08
C -0.50 0.92 0.59
C -0.93 2.08 0.15
N -1.92 2.97 0.85
H 1.79 -1.76 1.34
H 0.47 -2.81 1.42
H 1.83 -2.94 0.22
H -0.68 -1.37 -0.22
H 0.83 -0.99 -2.40
H 0.03 -2.35 -2.10
H 1.59 -2.33 -1.67
H 0.82 0.71 -1.04
H 1.57 0.31 0.51
H -0.92 0.41 1.46
H -0.65 2.62 -0.74
H -2.22 3.70 0.20
H -1.34 3.50 1.51
H -2.68 2.48 1.33
```

Q: Look up the DFT total energy of the sixth one.
A: -244.5816 Eh